ORCA calculation (ωB97M-V with the def2-TZVPD basis set) on a single C9H12O2 molecule in a non-equilibrium geometry.

```
23
Properties=species:S:1:pos:R:3:forces:R:3
C 1.0268 1.5482 0.8102 -2.21 1.84 -0.73
C -0.1945 1.6149 0.2024 2.32 -1.28 1.86
C -1.1214 2.7858 0.1522 0.80 2.38 3.10
C -0.6911 0.3642 -0.3098 -0.18 -0.76 -3.69
C -0.0631 -0.9832 -0.1705 -0.15 0.76 1.37
O 0.0209 -1.6424 0.9950 0.49 -1.66 -2.80
C -0.3344 -0.9573 2.1069 -2.42 2.94 0.43
C 0.4385 -1.4066 -1.3446 0.84 0.38 -0.60
C 1.2158 -2.6770 -1.5976 -1.10 -0.51 0.15
C 0.0166 -0.2690 -2.1592 -0.92 0.10 0.61
O -0.0314 0.0913 -3.2914 0.21 -0.16 1.48
H 1.1995 2.4594 1.3821 1.25 -0.46 -0.01
H 1.5871 0.6233 0.7297 0.39 0.48 0.42
H -1.3465 2.8372 -0.8914 -0.77 0.82 -0.56
H -2.0535 2.7391 0.8570 1.49 -0.43 -1.61
H -0.5654 3.8019 0.5894 -1.28 -2.60 -1.58
H -1.7594 0.4277 -0.3276 -0.81 -0.71 -0.15
H -0.0981 -1.5153 2.9272 1.25 -1.34 2.20
H -1.4267 -0.7700 2.2588 0.36 -0.29 -0.73
H 0.1084 0.0293 2.0390 0.16 -0.06 0.94
H 1.0885 -3.2201 -0.6278 0.57 0.04 -0.94
H 2.2601 -2.6289 -1.9358 -0.24 0.55 0.54
H 0.7236 -3.2525 -2.3942 -0.06 -0.03 0.30
```
Positions in Å, forces in eV/Å.

The calculation puts the total energy at -500.45828 Ha. The largest force on an atom is 0.07760 Eh/bohr. The HOMO-LUMO gap comes out at 0.3114 hartree. Its SMILES is C=C(C)/C=C(\OC)C(C)=C=O. The HOMO energy is -7.71 eV. As for the energy above the lowest of the compared OMol25 structures with the same formula, charge and spin: 428.26 kJ/mol.



ORCA calculation (ωB97M-V with the def2-TZVPD basis set) on a molecular structure, C10H14F8N2O8S2 in a non-equilibrium geometry.

```
44
Properties=species:S:1:pos:R:3:forces:R:3
N 4.3205 -1.9230 0.7487 -2.21 0.00 -0.38
C 3.1024 -1.8062 0.3513 0.20 -0.89 0.81
C 1.9684 -2.5716 1.1955 2.33 1.54 -0.27
N 0.6674 -2.4966 0.4749 -1.07 -0.43 1.29
S -0.3634 -3.8371 0.8041 -4.98 -2.64 3.40
O 0.1941 -4.7841 1.7882 0.46 2.04 -3.42
O -1.7234 -3.4212 1.2451 3.73 -0.09 -2.27
F -0.5775 -4.5433 -0.6703 1.15 1.46 2.40
S -0.1641 -1.0184 0.7422 -2.51 6.22 -3.47
O 0.6996 0.1702 0.5123 -0.55 -4.04 1.81
O -1.3548 -0.8606 -0.1360 2.70 -2.26 2.95
F -0.6175 -0.9593 2.3308 1.02 -0.81 -2.36
H 4.2627 -2.5331 1.5841 0.64 0.31 -0.25
H 2.7647 -1.2331 -0.5438 0.54 -0.35 0.70
H 1.9379 -2.0187 2.1810 -0.29 -0.90 -0.88
H 2.3639 -3.6099 1.3334 -1.05 0.79 -0.15
C -3.2336 0.9946 1.8802 -0.19 0.32 -0.03
C -3.6390 0.5476 3.2695 0.35 -0.49 -0.50
O -4.0349 1.6721 4.0727 -0.45 0.41 0.43
C -5.2949 2.0907 3.9099 0.76 -1.09 -0.56
O -6.0829 1.6000 3.1567 -0.32 0.41 0.21
C -5.5925 3.2517 4.8535 -0.31 1.23 0.77
F -4.6000 4.1525 4.8809 0.13 -0.24 -0.22
F -5.7655 2.8273 6.1146 0.08 -0.37 -0.14
F -6.7011 3.9114 4.5110 0.05 -0.37 -0.28
H -2.4570 1.7610 1.9348 0.06 -0.12 0.05
H -2.8594 0.1538 1.3003 -0.10 0.02 0.05
H -4.0783 1.4337 1.3462 -0.01 -0.12 0.03
H -2.7861 0.0919 3.7736 -0.08 0.25 0.20
H -4.4313 -0.2026 3.2354 -0.11 0.24 0.04
C 1.6844 2.2130 -5.2053 0.07 0.07 0.34
C 2.4913 1.0284 -5.6968 -0.61 0.26 -0.46
O 3.6912 0.8732 -4.9218 0.43 -0.36 0.48
C 3.5563 0.2201 -3.7638 -0.86 0.34 -1.10
O 2.5254 -0.2252 -3.3489 0.34 -0.17 0.46
C 4.9069 0.0843 -3.0695 1.35 0.00 0.82
F 5.6144 1.2211 -3.0977 -0.33 0.13 -0.19
F 5.6685 -0.8549 -3.6491 -0.35 -0.09 -0.29
F 4.7778 -0.2577 -1.7868 -0.43 0.00 -0.18
H 2.2965 3.1171 -5.1993 -0.03 -0.04 -0.14
H 0.8160 2.3780 -5.8443 0.06 -0.04 0.00
H 1.3367 2.0548 -4.1829 -0.06 -0.07 -0.09
H 2.8074 1.1989 -6.7264 0.28 -0.04 0.17
H 1.9027 0.1091 -5.6884 0.15 0.01 0.22
```
Positions in Å, forces in eV/Å.

The calculation puts the total energy at -2696.08316 Ha. The largest force on an atom is 0.14682 Eh/bohr. The HOMO-LUMO gap comes out at 0.3605 hartree. The HOMO energy is -11.13 eV. As for the energy above the lowest of the compared OMol25 structures with the same formula, charge and spin: 0.00 kJ/mol.



What did the second record say?
ORCA calculation (ωB97M-V with the def2-TZVPD basis set) on a molecular structure, C10H14F8N2O8S2 in a non-equilibrium geometry.

```
44
Properties=species:S:1:pos:R:3:forces:R:3
N 4.3205 -1.9230 0.7487 -2.21 0.00 -0.38
C 3.1024 -1.8062 0.3513 0.20 -0.89 0.81
C 1.9684 -2.5716 1.1955 2.33 1.54 -0.27
N 0.6674 -2.4966 0.4749 -1.07 -0.43 1.29
S -0.3634 -3.8371 0.8041 -4.98 -2.64 3.40
O 0.1941 -4.7841 1.7882 0.46 2.04 -3.42
O -1.7234 -3.4212 1.2451 3.73 -0.09 -2.27
F -0.5775 -4.5433 -0.6703 1.15 1.46 2.40
S -0.1641 -1.0184 0.7422 -2.51 6.22 -3.47
O 0.6996 0.1702 0.5123 -0.55 -4.04 1.81
O -1.3548 -0.8606 -0.1360 2.70 -2.26 2.95
F -0.6175 -0.9593 2.3308 1.02 -0.81 -2.36
H 4.2627 -2.5331 1.5841 0.64 0.31 -0.25
H 2.7647 -1.2331 -0.5438 0.54 -0.35 0.70
H 1.9379 -2.0187 2.1810 -0.29 -0.90 -0.88
H 2.3639 -3.6099 1.3334 -1.05 0.79 -0.15
C -3.2336 0.9946 1.8802 -0.19 0.32 -0.03
C -3.6390 0.5476 3.2695 0.35 -0.49 -0.50
O -4.0349 1.6721 4.0727 -0.45 0.41 0.43
C -5.2949 2.0907 3.9099 0.76 -1.09 -0.56
O -6.0829 1.6000 3.1567 -0.32 0.41 0.21
C -5.5925 3.2517 4.8535 -0.31 1.23 0.77
F -4.6000 4.1525 4.8809 0.13 -0.24 -0.22
F -5.7655 2.8273 6.1146 0.08 -0.37 -0.14
F -6.7011 3.9114 4.5110 0.05 -0.37 -0.28
H -2.4570 1.7610 1.9348 0.06 -0.12 0.05
H -2.8594 0.1538 1.3003 -0.10 0.02 0.05
H -4.0783 1.4337 1.3462 -0.01 -0.12 0.03
H -2.7861 0.0919 3.7736 -0.08 0.25 0.20
H -4.4313 -0.2026 3.2354 -0.11 0.24 0.04
C 1.6844 2.2130 -5.2053 0.07 0.07 0.34
C 2.4913 1.0284 -5.6968 -0.61 0.26 -0.46
O 3.6912 0.8732 -4.9218 0.43 -0.36 0.48
C 3.5563 0.2201 -3.7638 -0.86 0.34 -1.10
O 2.5254 -0.2252 -3.3489 0.34 -0.17 0.46
C 4.9069 0.0843 -3.0695 1.35 0.00 0.82
F 5.6144 1.2211 -3.0977 -0.33 0.13 -0.19
F 5.6685 -0.8549 -3.6491 -0.35 -0.09 -0.29
F 4.7778 -0.2577 -1.7868 -0.43 0.00 -0.18
H 2.2965 3.1171 -5.1993 -0.03 -0.04 -0.14
H 0.8160 2.3780 -5.8443 0.06 -0.04 0.00
H 1.3367 2.0548 -4.1829 -0.06 -0.07 -0.09
H 2.8074 1.1989 -6.7264 0.28 -0.04 0.17
H 1.9027 0.1091 -5.6884 0.15 0.01 0.22
```
Positions in Å, forces in eV/Å.

The calculation puts the total energy at -2696.08316 Ha. The largest force on an atom is 0.14682 Eh/bohr. The HOMO-LUMO gap comes out at 0.3605 hartree. The HOMO energy is -11.13 eV. As for the energy above the lowest of the compared OMol25 structures with the same formula, charge and spin: 0.00 kJ/mol.



Question: Among the records above, which one has the lowest HOMO energy?
Answer: C10H14F8N2O8S2



Question: Which formula does entry 1 have?
Answer: C9H12O2



Question: What is the HOMO energy in the first record?
Answer: -7.71 eV